[1]
Entry from the OMol25 dataset: one molecule with the formula C18H27NO9 (wB97M-V/def2-TZVPD).

As for the charge: 0. As for the structure (SMILES): O=[N+]([O-])c1ccc2c(c1)OCCOCCOCCOCCOCCOCCO2. For the LUMO energy, the calculation gives -0.39 eV. For the energy relative to the best compared isomer or geometry (same formula, charge and spin), the calculation gives 0.238 eV. Its gap between HOMO and LUMO is 8.316 eV.

Each line ends with the Löwdin charge.
Cartesian coordinates (Å):
O 1.921 -2.736 1.949  0.08
N 1.716 -2.392 0.800  -0.35
O 2.586 -2.282 -0.043  0.07
C 0.375 -2.076 0.427  -0.17
C -0.657 -2.254 1.335  0.00
C -1.939 -1.870 0.985  0.00
C -2.195 -1.304 -0.259  -0.19
C -1.133 -1.144 -1.193  -0.17
C 0.140 -1.538 -0.837  0.07
H 0.983 -1.425 -1.497  0.11
O -1.489 -0.600 -2.381  -0.01
C -0.482 -0.271 -3.316  -0.13
C 0.284 1.007 -2.917  -0.17
O 1.486 1.105 -3.653  -0.13
C 2.670 0.978 -2.893  -0.17
H 3.457 0.716 -3.603  0.13
C 3.039 2.292 -2.180  -0.17
O 4.122 2.122 -1.288  -0.12
C 3.806 2.113 0.082  -0.18
C 3.013 0.888 0.570  -0.16
H 3.391 -0.007 0.070  0.12
O 1.625 0.935 0.266  -0.18
C 0.830 1.745 1.105  -0.17
H -0.103 1.903 0.556  0.12
C 0.514 1.079 2.458  -0.17
O -0.512 1.763 3.150  -0.12
C -1.757 1.115 3.217  -0.18
C -2.585 1.208 1.928  -0.19
O -3.739 0.414 2.116  -0.14
C -4.641 0.390 1.031  -0.17
H -4.522 1.282 0.406  0.13
C -4.526 -0.865 0.145  -0.14
H -5.377 -0.872 -0.542  0.13
H -4.565 -1.765 0.765  0.13
O -3.392 -0.861 -0.697  0.00
H -5.646 0.393 1.466  0.13
H -2.864 2.254 1.736  0.14
H -1.992 0.844 1.079  0.11
H -1.635 0.054 3.471  0.13
H -2.302 1.605 4.027  0.13
H 1.400 1.110 3.102  0.13
H 0.244 0.032 2.289  0.11
H 1.291 2.723 1.283  0.12
H 3.162 0.777 1.649  0.13
H 4.774 2.117 0.588  0.13
H 3.265 3.033 0.352  0.12
H 2.159 2.681 -1.655  0.12
H 3.348 3.029 -2.929  0.13
H 2.584 0.175 -2.153  0.11
H -0.332 1.886 -3.139  0.13
H 0.485 0.982 -1.841  0.10
H 0.226 -1.095 -3.453  0.13
H -1.011 -0.115 -4.258  0.13
H -2.729 -1.975 1.710  0.12
H -0.449 -2.679 2.304  0.12

[2]
Entry from the OMol25 dataset: C18H27O2Tm as an isolated structure (wB97M-V/def2-TZVPD).

As for the charge: -2. For the LUMO energy (alpha / beta), the calculation gives 4.89 / 4.85 eV. As for the multiplicity: 3. Its gap between HOMO and LUMO (alpha / beta) is 1.926 / 2.963 eV.

Each line ends with the Löwdin charge.
Cartesian coordinates (Å):
Tm 0.103 0.454 0.545  0.78
C 2.180 0.907 2.102  -0.23
C 2.666 0.053 1.059  -0.22
C 2.655 0.800 -0.159  -0.22
H 3.051 -0.956 1.187  0.08
C 2.163 2.111 0.125  -0.21
C 1.882 2.173 1.521  -0.24
H 1.566 3.065 2.071  0.09
H 2.153 0.653 3.162  0.08
H 3.059 0.460 -1.111  0.08
H 2.117 2.940 -0.581  0.08
C -2.200 0.836 1.667  -0.22
C -1.394 1.965 2.036  -0.22
C -1.148 2.728 0.855  -0.24
H -1.107 2.230 3.052  0.08
C -1.776 2.066 -0.245  -0.22
C -2.428 0.897 0.258  -0.22
H -3.059 0.214 -0.311  0.09
H -2.644 0.113 2.353  0.08
H -0.635 3.687 0.804  0.08
H -1.836 2.442 -1.270  0.07
O 0.141 -0.193 -1.534  -0.26
C 0.001 0.099 -2.984  -0.52
C 0.651 -1.252 -3.383  -0.30
C 0.774 1.354 -3.331  -0.10
C -1.469 0.131 -3.363  -0.12
C 0.633 -1.587 -1.897  -0.12
H 1.659 -1.134 -3.793  0.04
H 0.007 -1.885 -3.991  0.03
H -0.128 -2.304 -1.581  0.11
H 1.600 -1.778 -1.428  0.10
H 0.736 1.540 -4.413  0.05
H 1.822 1.267 -3.018  0.07
H 0.339 2.228 -2.821  0.08
H -1.582 -0.069 -4.438  0.05
H -1.914 1.110 -3.147  0.06
H -2.028 -0.627 -2.800  0.08
C 0.275 -1.870 3.390  -0.08
C -0.337 -2.417 2.110  -0.58
C -1.707 -3.040 2.294  -0.08
O -0.328 -1.414 1.135  -0.35
H -0.207 -0.930 3.692  0.08
H 1.321 -1.611 3.193  0.06
H 0.232 -2.592 4.206  0.06
H 0.317 -3.242 1.785  0.12
H -2.468 -2.305 2.585  0.06
H -2.044 -3.489 1.360  0.06
H -1.664 -3.827 3.054  0.06

[3]
Entry from the OMol25 dataset: C18H28AuN3OP2S as an isolated structure (wB97M-V/def2-TZVPD).

As for the charge: 0. For the LUMO energy, the calculation gives -0.84 eV. For the energy relative to the best compared isomer or geometry (same formula, charge and spin), the calculation gives 0.000 eV. Its gap between HOMO and LUMO is 7.230 eV.

Each line ends with the Löwdin charge.
Cartesian coordinates (Å):
Au -1.109 -0.838 2.569  0.56
C 2.123 0.424 2.755  -0.25
P 0.949 -0.517 1.736  0.80
C 0.956 0.431 0.151  -0.37
N 2.042 1.130 -0.073  0.13
C 2.126 1.843 -1.223  -0.21
C 3.283 2.613 -1.493  -0.01
C 3.364 3.317 -2.658  -0.07
C 2.304 3.284 -3.598  -0.07
C 1.182 2.546 -3.359  -0.01
C 1.073 1.809 -2.156  -0.20
N -0.045 1.080 -1.912  0.13
C -0.136 0.401 -0.791  -0.38
P -1.705 -0.573 -0.468  0.99
C -1.958 -1.214 -2.177  -0.28
C -3.013 0.785 -0.370  -0.74
C -4.286 0.059 0.085  -0.12
C -3.276 1.501 -1.694  -0.11
C -2.605 1.812 0.689  -0.11
C 1.807 -2.125 1.352  -0.72
C 3.137 -1.905 0.637  -0.09
C 0.880 -2.980 0.482  -0.11
C 2.026 -2.830 2.698  -0.10
H 3.096 0.495 2.279  0.03
H 2.200 -0.046 3.733  0.04
H 1.718 1.427 2.882  0.05
H 4.078 2.621 -0.758  0.11
H 4.245 3.909 -2.874  0.11
H 2.390 3.854 -4.515  0.11
H 0.359 2.507 -4.062  0.12
H -1.784 -0.449 -2.930  0.03
H -2.972 -1.606 -2.262  0.04
H -1.266 -2.044 -2.332  0.03
H -4.597 -0.700 -0.638  0.07
H -5.104 0.781 0.180  0.09
H -4.144 -0.420 1.056  0.05
H -3.703 0.827 -2.440  0.07
H -2.371 1.946 -2.109  0.06
H -4.002 2.303 -1.520  0.09
H -2.441 1.351 1.664  0.03
H -3.409 2.545 0.803  0.09
H -1.699 2.354 0.400  0.07
H 3.009 -1.387 -0.314  0.07
H 3.590 -2.879 0.428  0.09
H 3.842 -1.335 1.245  0.07
H 0.654 -2.489 -0.469  0.06
H -0.062 -3.194 0.990  0.07
H 1.375 -3.929 0.257  0.09
H 2.783 -2.325 3.300  0.08
H 2.369 -3.852 2.517  0.09
H 1.098 -2.890 3.273  0.07
O -2.217 -3.636 3.745  -0.62
S -3.227 -2.584 3.882  0.61
N -2.929 -1.208 3.407  -0.63

[4]
Entry from the OMol25 dataset: a 3-piece molecular cluster, C18H28BN3O4 overall (wB97M-V/def2-TZVPD).

As for the charge: 0. As for the structure (SMILES): CCCNc1cccc2nc(B(O)OC)cnc12.CC(C)=O.CC(C)=O. For the LUMO energy, the calculation gives -0.12 eV. Its gap between HOMO and LUMO is 8.482 eV.

Each line ends with the Löwdin charge.
Cartesian coordinates (Å):
C 0.781 -3.159 -1.431  -0.11
C -0.082 -3.203 -2.713  -0.23
C -1.420 -2.453 -2.590  -0.20
N -1.678 -1.451 -3.650  0.00
C -1.701 -0.107 -3.183  -0.23
C -2.874 0.577 -3.160  -0.01
C -2.941 1.906 -2.674  -0.07
C -1.827 2.543 -2.232  -0.03
C -0.584 1.881 -2.257  -0.20
N 0.526 2.535 -1.825  0.18
C 1.662 1.879 -1.886  -0.12
B 2.962 2.661 -1.408  -0.57
O 3.103 3.046 -0.094  0.18
O 3.918 3.053 -2.311  0.04
C 4.706 2.050 -2.939  -0.07
C 1.708 0.537 -2.359  -0.07
N 0.659 -0.119 -2.767  0.17
C -0.521 0.549 -2.733  -0.14
H 1.730 -2.659 -1.621  0.05
H 0.967 -4.150 -1.022  0.06
H 0.268 -2.581 -0.666  0.04
H -0.260 -4.239 -2.998  0.09
H 0.507 -2.749 -3.510  0.08
H -1.510 -1.988 -1.610  0.10
H -2.217 -3.197 -2.655  0.10
H -0.973 -1.547 -4.369  0.10
H -3.771 0.090 -3.517  0.11
H -3.901 2.405 -2.657  0.10
H -1.881 3.559 -1.865  0.11
H 3.140 2.322 0.534  0.10
H 5.622 2.509 -3.295  0.09
H 4.950 1.235 -2.254  0.09
H 4.180 1.618 -3.795  0.09
H 2.657 0.009 -2.393  0.11
C -2.480 -3.613 3.064  -0.02
C -1.654 -2.630 2.270  -0.49
O -1.408 -2.814 1.099  0.06
C -1.160 -1.410 3.004  -0.03
H -2.776 -4.442 2.426  0.08
H -1.900 -3.994 3.907  0.08
H -3.372 -3.120 3.455  0.09
H -0.529 -1.704 3.843  0.08
H -1.998 -0.837 3.396  0.08
H -0.587 -0.787 2.320  0.08
C -0.615 3.143 5.467  -0.02
C -0.234 1.737 5.074  -0.49
O -1.055 0.854 4.997  0.06
C 1.225 1.489 4.777  -0.02
H -1.685 3.193 5.652  0.08
H -0.078 3.437 6.370  0.09
H -0.354 3.839 4.668  0.09
H 1.831 1.722 5.655  0.09
H 1.551 2.126 3.954  0.08
H 1.372 0.446 4.506  0.08